1.
{"formula": "C5H7N4", "method": "ωB97M-V with the def2-TZVPD basis set", "species": ["C", "C", "C", "C", "C", "N", "N", "N", "N", "H", "H", "H", "H", "H", "H", "H"], "xyz": [[-2.31, -0.24, 0.31], [-1.97, 0.33, -0.88], [-1.50, -0.62, 1.33], [0.91, -0.49, 0.86], [3.33, -0.58, 0.83], [-0.16, -0.70, 1.33], [2.11, -0.47, 0.50], [-0.69, 0.41, -1.00], [-0.01, 1.15, -1.85], [-3.33, -0.25, 0.49], [-2.73, 0.92, -1.51], [-1.78, -0.98, 2.34], [4.07, -0.06, 0.25], [3.58, -1.12, 1.64], [-0.39, 1.84, -2.47], [0.87, 0.86, -2.19]], "nbo_charge": [-0.309, 0.078, 0.193, 0.720, -0.035, -0.443, -0.446, -0.205, -0.431, 0.244, 0.226, 0.251, 0.196, 0.181, 0.378, 0.401], "orbital_gap_ev": [6.49, 7.10], "spin_multiplicity": 3, "total_energy_ev": -11246.0076, "e_homo_ev": [-10.9, -14.0], "charge": 1, "largest_force_ev_per_a": 6.14, "e_above_lowest_kj_mol": 103.5}

=====

2.
{"formula": "C3H3Br3F2", "method": "ωB97M-V with the def2-TZVPD basis set", "species": ["C", "C", "C", "F", "F", "Br", "Br", "Br", "H", "H", "H"], "xyz": [[-0.10, 0.58, 1.39], [-0.29, 0.37, -0.40], [0.24, -0.94, -0.91], [-0.44, -1.98, -0.41], [0.15, -1.02, -2.24], [-2.18, 0.51, -0.82], [0.69, 1.81, -1.24], [2.13, -1.16, -0.43], [-0.14, -0.42, 1.80], [-0.93, 1.19, 1.72], [0.86, 1.05, 1.55]], "nbo_charge": [-0.550, -0.270, 0.581, -0.319, -0.319, 0.099, 0.100, 0.008, 0.221, 0.225, 0.225], "orbital_gap_ev": 10.58, "total_energy_ev": -218721.3972, "e_homo_ev": -10.3, "largest_force_ev_per_a": 3.91, "e_above_lowest_kj_mol": 0.0}